The following is a DFT calculation (ωB97M-V/def2-TZVPD) of a cluster of 2 separate species, C2H8NO2 in total in a non-equilibrium geometry.

## Properties
- gap between HOMO and LUMO (Ha) = 0.40942
- total charge = +1
- total energy (eV) = -7780.9243

```
13
C2H8NO2 ωB97M-V/def2-TZVPD
O 0.195 0.422 1.670
C 0.225 -0.813 1.639
C 0.215 -1.438 0.261
N -0.314 -0.434 -0.764
H 0.340 -1.337 2.627
H -0.395 -2.389 0.167
H 1.237 -1.712 0.015
H -0.031 -0.772 -1.707
H -0.051 0.587 -0.654
H -1.259 -0.316 -0.669
H 0.566 2.638 -1.079
H -0.482 3.261 -0.582
O -0.246 2.304 -0.923
```


The following is a DFT calculation (ωB97M-V/def2-TZVPD) of a cluster of 2 separate species, C2H8NO2P in total in a non-equilibrium geometry.

## Properties
- gap between HOMO and LUMO (alpha / beta) (Ha) = 0.34894 / 0.26639
- total charge = 0
- total energy (eV) = -17074.0430

```
14
C2H8NO2P ωB97M-V/def2-TZVPD
C -1.118 0.656 1.428
C -0.861 -0.320 -1.600
N 3.259 -0.676 -0.554
O -0.297 -1.855 0.543
O 2.515 0.417 -0.270
P -0.277 -0.454 0.195
H -1.968 0.044 1.805
H -0.483 0.822 2.274
H -1.537 1.615 0.956
H -0.836 0.763 -1.931
H -0.164 -0.910 -2.164
H -1.813 -0.750 -1.571
H 2.839 -1.383 -1.131
H 3.550 -1.170 0.368
```


The following is a DFT calculation (ωB97M-V/def2-TZVPD) of a cluster of 2 separate species, C2H8NO2P in total in a non-equilibrium geometry.

## Properties
- gap between HOMO and LUMO (Ha) = 0.29398
- total charge = 0
- total energy (eV) = -17074.4108
- structure (SMILES) = CP(C)O.N=O

```
14
C2H8NO2P ωB97M-V/def2-TZVPD
C 1.354 1.256 -0.540
P 0.088 0.055 0.151
C 1.051 -1.300 0.927
O -0.429 -0.710 -1.208
H 2.036 1.539 0.344
H 2.044 0.945 -1.406
H 0.805 2.112 -0.916
H 1.834 -0.906 1.479
H 0.491 -2.190 1.337
H 1.462 -1.859 -0.043
H -1.057 -0.130 -1.596
N -3.054 0.320 0.085
O -3.768 -0.415 0.780
H -2.858 1.283 0.603
```


The following is a DFT calculation (ωB97M-V/def2-TZVPD) of a cluster of 2 separate species, C2H8NO3P in total in a non-equilibrium geometry.

## Properties
- gap between HOMO and LUMO (Ha) = 0.37676
- total charge = 0
- total energy (eV) = -19124.4503

```
15
C2H8NO3P ωB97M-V/def2-TZVPD
C 0.098 -0.475 -3.316
C -0.818 -0.443 3.106
N 1.215 1.947 -0.540
O -0.601 -0.158 -0.385
O 0.873 0.277 -2.430
O 0.218 0.334 2.542
P 0.456 0.660 -0.937
H -0.582 -1.206 -2.812
H 0.751 -1.089 -3.799
H -0.503 0.165 -3.986
H -1.568 0.165 3.534
H -0.505 -1.264 3.752
H -1.202 -0.849 2.100
H 1.063 2.025 0.462
H 1.105 -0.088 2.710
```


The following is a DFT calculation (ωB97M-V/def2-TZVPD) of a structure of composition C2H8NO4 in a non-equilibrium geometry.

## Properties
- gap between HOMO and LUMO (Ha) = 0.31778
- total charge = -1
- total energy (eV) = -11882.9916

```
15
C2H8NO4 ωB97M-V/def2-TZVPD
O 1.827 -0.829 0.441
C 0.729 -0.258 0.418
O 0.311 0.883 -0.222
C -0.428 -0.874 1.142
N -1.837 -0.597 1.114
H -0.078 -1.212 0.063
H -0.195 -1.677 1.837
H -2.049 -0.144 0.202
H -2.004 0.121 1.817
H 3.023 0.451 -0.367
H 2.160 1.436 -0.992
O 3.107 1.308 -0.849
H -2.466 0.534 -2.126
H -0.401 0.548 -0.873
O -1.698 0.312 -1.604
```


The following is a DFT calculation (ωB97M-V/def2-TZVPD) of a cluster of 2 separate species, C2H8NOS in total in a non-equilibrium geometry.

## Properties
- gap between HOMO and LUMO (alpha / beta) (Ha) = 0.28768 / 0.31950
- total charge = +1
- total energy (eV) = -16564.5507

```
13
C2H8NOS ωB97M-V/def2-TZVPD
C 0.418 -1.169 1.539
C 0.232 0.299 -0.286
N 0.660 1.748 -0.621
O 0.526 -0.022 0.955
S 0.674 -0.891 -1.525
H -2.740 -0.704 0.076
H 0.640 -1.215 2.531
H 0.164 -2.173 1.242
H -2.026 -0.647 0.148
H 0.570 2.191 0.302
H -0.063 2.054 -1.208
H 1.522 1.703 -1.042
H -0.576 -1.175 -2.110
```


The following is a DFT calculation (ωB97M-V/def2-TZVPD) of a cluster of 2 separate species, C2H8NOS2 in total in a non-equilibrium geometry.

## Properties
- gap between HOMO and LUMO (Ha) = 0.29722
- total charge = +1
- total energy (eV) = -27402.7262

```
14
C2H8NOS2 ωB97M-V/def2-TZVPD
C 0.227 0.904 -1.165
C 0.742 -0.257 -0.443
N -0.251 1.967 -0.294
O 1.168 -0.113 0.734
S -0.643 -2.296 1.965
S -1.630 -1.255 0.434
H 1.035 1.265 -1.770
H -0.663 0.556 -1.873
H 1.248 -0.938 -1.050
H -0.728 2.557 -0.877
H 0.546 2.440 0.091
H -2.135 -0.386 1.340
H 1.591 -0.844 1.170
H -0.507 -3.600 1.739
```


The following is a DFT calculation (ωB97M-V/def2-TZVPD) of a cluster of 2 separate species, C2H8NOS2 in total in a non-equilibrium geometry.

## Properties
- gap between HOMO and LUMO (alpha / beta) (Ha) = 0.25190 / 0.22374
- total charge = +1
- expectation value of S² = 2.006
- multiplicity = 3
- total energy (eV) = -27399.3635

```
14
C2H8NOS2 ωB97M-V/def2-TZVPD
C -0.445 -0.538 -0.489
C -0.920 0.890 -0.335
N -1.196 -1.535 -0.152
O 2.954 0.380 0.239
S 0.158 0.727 1.048
S -2.625 1.105 0.005
H 0.439 -0.693 -1.052
H -0.838 1.520 -1.270
H 3.429 0.660 -0.564
H -0.851 -2.414 0.145
H -2.168 -1.269 0.138
H 3.559 -0.138 0.783
H 1.295 1.144 0.597
H -2.791 0.161 0.907
```


The following is a DFT calculation (ωB97M-V/def2-TZVPD) of a cluster of 2 separate species, C2H8NPS in total in a non-equilibrium geometry.

## Properties
- gap between HOMO and LUMO (Ha) = 0.31677
- total charge = 0
- total energy (eV) = -23817.0756
- structure (SMILES) = C=P(N)=S.C

```
13
C2H8NPS ωB97M-V/def2-TZVPD
C 2.224 0.394 1.017
P 2.085 -0.914 -0.039
N 0.682 -0.680 -0.929
S 2.754 -2.762 -0.082
H 2.215 1.352 0.509
H 2.969 0.365 1.690
H 0.441 -1.395 -1.612
H 0.127 0.175 -0.890
C -2.714 0.680 0.086
H -2.149 0.236 0.841
H -2.601 0.092 -0.817
H -2.302 1.629 -0.159
H -3.730 0.829 0.386
```


The following is a DFT calculation (ωB97M-V/def2-TZVPD) of a cluster of 2 separate species, C2H8NS in total.

## Properties
- gap between HOMO and LUMO (Ha) = 0.24490
- total charge = -1
- total energy (eV) = -14530.0553

```
12
C2H8NS ωB97M-V/def2-TZVPD
S -2.548 1.348 -1.531
H -3.171 2.388 -0.954
C 1.615 -0.766 0.268
C 0.145 -0.648 -0.086
N -0.564 0.207 0.876
H 2.082 0.210 0.159
H 2.173 -1.489 -0.323
H 1.740 -1.050 1.315
H -0.304 -1.614 -0.071
H 0.090 -0.210 -1.085
H -1.347 0.657 0.369
H 0.088 0.968 1.062
```


The following is a DFT calculation (ωB97M-V/def2-TZVPD) of a cluster of 2 separate species, C2H8NS in total in a non-equilibrium geometry.

## Properties
- gap between HOMO and LUMO (Ha) = 0.24818
- total charge = -1
- total energy (eV) = -14529.9111

```
12
C2H8NS ωB97M-V/def2-TZVPD
N -2.239 -0.396 -0.903
H -1.699 -0.925 -0.205
H -1.797 0.502 -1.032
H -3.194 -0.338 -0.607
C 1.157 0.926 0.559
C 1.085 -0.522 0.024
S 0.239 -1.684 1.097
H 2.067 1.413 0.202
H 1.293 0.867 1.642
H 0.240 1.467 0.340
H 2.125 -0.840 -0.118
H 0.723 -0.471 -0.997
```


The following is a DFT calculation (ωB97M-V/def2-TZVPD) of a cluster of 2 separate species, C2H8NS in total in a non-equilibrium geometry.

## Properties
- gap between HOMO and LUMO (Ha) = 0.23608
- total charge = -1
- total energy (eV) = -14529.0661

```
12
C2H8NS ωB97M-V/def2-TZVPD
S -0.082 3.430 0.775
H -0.161 4.295 1.711
C -0.715 -1.648 -0.558
C 0.143 -0.272 -0.535
N 1.196 -0.345 0.558
H -0.201 -2.605 -0.357
H -1.570 -1.660 0.240
H -1.204 -1.886 -1.475
H 0.739 -0.224 -1.513
H -0.619 0.525 -0.593
H 1.919 0.421 0.342
H 0.554 -0.032 1.407
```


The following is a DFT calculation (ωB97M-V/def2-TZVPD) of a cluster of 2 separate species, C2H8NS in total in a non-equilibrium geometry.

## Properties
- gap between HOMO and LUMO (Ha) = 0.32155
- total charge = +1
- total energy (eV) = -14521.2160

```
12
C2H8NS ωB97M-V/def2-TZVPD
C -1.135 0.997 -0.108
C -0.635 -0.267 0.490
N -0.895 -1.383 -0.098
S 2.290 -0.079 0.068
H -0.427 1.740 0.156
H -2.223 1.220 0.017
H -1.250 1.074 -1.270
H -0.050 -0.406 1.415
H 2.779 0.890 -0.724
H -1.504 -1.628 -0.871
H -0.417 -2.233 0.179
H 3.468 0.073 0.745
```


The following is a DFT calculation (ωB97M-V/def2-TZVPD) of a cluster of 2 separate species, C2H8NS2 in total.

## Properties
- gap between HOMO and LUMO (Ha) = 0.24982
- total charge = -1
- total energy (eV) = -25365.3837

```
13
C2H8NS2 ωB97M-V/def2-TZVPD
S 1.656 1.147 -1.529
H 1.436 0.011 -0.597
H 2.766 0.730 -2.174
C -1.692 0.291 0.066
C -0.589 0.385 1.126
S 0.702 -0.914 0.961
N -2.291 -1.036 -0.087
H -1.263 0.499 -0.918
H -2.457 1.065 0.182
H -1.032 0.268 2.120
H -0.086 1.354 1.123
H -2.768 -1.303 0.769
H -1.504 -1.676 -0.161
```


The following is a DFT calculation (ωB97M-V/def2-TZVPD) of a cluster of 2 separate species, C2H8NSi in total in a non-equilibrium geometry.

## Properties
- gap between HOMO and LUMO (Ha) = 0.34207
- total charge = +1
- total energy (eV) = -11559.3150

```
12
C2H8NSi ωB97M-V/def2-TZVPD
C -0.654 0.000 1.035
C 0.442 -0.171 0.010
N -0.113 -0.744 -1.309
Si 0.309 1.616 0.794
H -1.673 -0.073 0.610
H -0.587 -0.667 1.975
H 1.637 -1.424 0.634
H -0.147 -1.737 -1.049
H 0.460 -0.728 -2.182
H -1.047 -0.263 -1.358
H -0.185 2.878 0.036
H 1.174 2.132 1.765
```


The following is a DFT calculation (ωB97M-V/def2-TZVPD) of a cluster of 2 separate species, C2H8O2 in total in a non-equilibrium geometry.

## Properties
- gap between HOMO and LUMO (Ha) = 0.38343
- total charge = 0
- total energy (eV) = -6297.6168
- structure (SMILES) = CO.CO

```
12
C2H8O2 ωB97M-V/def2-TZVPD
C 0.588 -1.391 1.217
O 1.537 -0.434 0.765
H -0.352 -1.264 0.683
H 0.987 -2.383 1.036
H 0.406 -1.166 2.262
H 1.204 0.088 0.006
C -1.349 0.713 -1.493
O -0.600 1.048 -0.354
H -0.699 0.453 -2.336
H -2.038 -0.117 -1.356
H -1.952 1.549 -1.862
H -0.681 1.954 -0.118
```


The following is a DFT calculation (ωB97M-V/def2-TZVPD) of a cluster of 2 separate species, C2H8O2 in total in a non-equilibrium geometry.

## Properties
- gap between HOMO and LUMO (Ha) = 0.39737
- total charge = 0
- total energy (eV) = -6297.6576
- structure (SMILES) = CO.CO

```
12
C2H8O2 ωB97M-V/def2-TZVPD
C 2.020 -1.122 -0.568
O 1.309 0.097 -0.842
H 3.035 -1.010 -0.973
H 2.120 -1.129 0.519
H 1.547 -2.011 -0.960
H 0.791 0.109 -1.659
C -2.080 0.944 0.962
O -1.296 0.837 -0.219
H -3.035 0.414 0.862
H -2.362 1.985 1.090
H -1.557 0.558 1.840
H -0.490 0.328 -0.051
```


The following is a DFT calculation (ωB97M-V/def2-TZVPD) of a cluster of 2 separate species, C2H8O2 in total in a non-equilibrium geometry.

## Properties
- gap between HOMO and LUMO (Ha) = 0.40607
- total charge = 0
- total energy (eV) = -6297.5035
- structure (SMILES) = CO.CO

```
12
C2H8O2 ωB97M-V/def2-TZVPD
C -1.583 0.670 -0.492
O -0.582 1.133 -1.390
H -2.048 -0.153 -1.013
H -1.116 0.319 0.428
H -2.316 1.384 -0.129
H -0.429 2.075 -1.273
C 1.567 -1.074 0.380
O 1.136 -0.334 1.523
H 2.628 -1.227 0.547
H 1.078 -2.044 0.352
H 1.491 -0.455 -0.506
H 0.174 -0.293 1.574
```


The following is a DFT calculation (ωB97M-V/def2-TZVPD) of a cluster of 2 separate species, C2H8O2 in total in a non-equilibrium geometry.

## Properties
- gap between HOMO and LUMO (Ha) = 0.39511
- total charge = 0
- total energy (eV) = -6298.1257
- structure (SMILES) = CCO.O

```
12
C2H8O2 ωB97M-V/def2-TZVPD
C 0.000 0.000 0.000
C -0.101 1.503 0.380
O -0.737 2.334 -0.553
H 0.311 -0.677 0.814
H 0.723 -0.090 -0.828
H -0.992 -0.319 -0.362
H 0.954 1.811 0.506
H -0.584 1.544 1.375
H -0.842 3.244 -0.202
O -1.430 1.189 4.078
H -1.967 0.943 4.866
H -1.884 1.979 3.707
```